ORCA calculation (ωB97M-V/def2-TZVPD) on a molecular structure, C43H69N3O4S3SbSeTi.

## Properties
- Relative energy (zero: lowest compared OMol25 entry of this formula, charge and spin): 1.9818 eV
- LUMO (alpha / beta): 3.507 / 3.507 eV
- Charge: -2
- Multiplicity: 2
- Kohn-Sham gap (alpha / beta): 3.858 / 3.858 eV
- Expectation value of S²: 0.75

Element x y z (Å)
Ti (-0.715, -1.118, -0.867)
C (6.666, 1.057, -0.188)
C (6.242, -0.416, -0.105)
C (6.432, -0.884, 1.338)
C (7.157, -1.255, -1.008)
C (4.791, -0.560, -0.565)
C (3.786, -1.085, 0.239)
C (2.485, -1.164, -0.229)
Se (1.115, -1.871, 0.915)
C (0.753, -0.110, 1.759)
C (1.668, 0.467, 2.610)
C (1.418, 1.690, 3.237)
C (0.186, 2.279, 2.995)
C (-0.790, 1.736, 2.147)
C (-0.488, 0.520, 1.507)
O (-1.327, -0.059, 0.657)
C (-2.123, 2.491, 2.028)
C (-3.107, 1.909, 1.006)
C (-1.862, 3.955, 1.634)
C (-2.825, 2.472, 3.397)
C (2.489, 2.306, 4.136)
C (2.780, 1.368, 5.315)
C (2.066, 3.664, 4.696)
C (3.777, 2.505, 3.324)
C (2.133, -0.773, -1.531)
O (0.870, -0.844, -1.930)
C (3.147, -0.304, -2.391)
C (4.430, -0.192, -1.857)
C (2.963, 0.031, -3.877)
C (3.418, 1.473, -4.143)
C (1.530, -0.117, -4.406)
C (3.837, -0.937, -4.695)
H (7.710, 1.175, 0.120)
H (6.041, 1.672, 0.464)
H (6.565, 1.437, -1.206)
H (7.478, -0.755, 1.630)
H (6.175, -1.938, 1.457)
H (5.815, -0.303, 2.027)
H (8.196, -1.193, -0.668)
H (7.117, -0.903, -2.041)
H (6.847, -2.301, -1.000)
H (4.004, -1.453, 1.232)
H (2.608, -0.046, 2.787)
H (-0.043, 3.216, 3.485)
H (-2.685, 1.898, -0.001)
H (-4.006, 2.536, 1.005)
H (-3.392, 0.885, 1.242)
H (-1.302, 4.014, 0.698)
H (-1.292, 4.490, 2.394)
H (-2.813, 4.479, 1.498)
H (-3.050, 1.445, 3.692)
H (-3.767, 3.028, 3.346)
H (-2.204, 2.920, 4.174)
H (1.879, 1.215, 5.914)
H (3.559, 1.788, 5.959)
H (3.118, 0.392, 4.964)
H (1.178, 3.581, 5.326)
H (1.852, 4.377, 3.897)
H (2.874, 4.073, 5.308)
H (4.150, 1.559, 2.929)
H (4.561, 2.946, 3.948)
H (3.597, 3.168, 2.474)
H (5.210, 0.181, -2.513)
H (2.818, 2.175, -3.558)
H (3.292, 1.714, -5.203)
H (4.467, 1.626, -3.883)
H (0.848, 0.581, -3.918)
H (1.147, -1.127, -4.260)
H (1.545, 0.108, -5.479)
H (4.893, -0.852, -4.431)
H (3.732, -0.722, -5.763)
H (3.519, -1.966, -4.519)
S (0.111, -6.026, -3.701)
Sb (0.750, -4.110, -2.558)
S (-1.584, -3.076, -1.780)
S (1.576, -4.597, -0.392)
C (-3.046, -1.638, 3.266)
C (-2.461, -3.033, 3.172)
O (-2.024, -3.264, 1.854)
C (-1.787, -4.642, 1.564)
C (-0.729, -5.263, 2.455)
H (-3.358, -1.423, 4.291)
H (-3.904, -1.529, 2.601)
H (-2.293, -0.910, 2.963)
H (-3.210, -3.790, 3.458)
H (-1.626, -3.132, 3.879)
H (-1.460, -4.661, 0.525)
H (-2.741, -5.186, 1.652)
H (0.172, -4.648, 2.434)
H (-0.442, -6.234, 2.050)
H (-1.073, -5.398, 3.486)
C (-3.162, 1.826, -4.899)
N (-3.101, 0.937, -3.749)
C (-3.541, -0.460, -3.926)
C (-2.151, 1.114, -2.797)
O (-1.798, 0.160, -2.103)
N (-1.600, 2.366, -2.612)
C (-0.444, 2.395, -1.716)
C (-2.493, 3.518, -2.534)
H (-3.894, 1.427, -5.596)
H (-2.195, 1.893, -5.405)
H (-3.485, 2.829, -4.626)
H (-4.150, -0.506, -4.824)
H (-4.134, -0.793, -3.076)
H (-2.692, -1.140, -3.997)
H (0.227, 1.570, -1.951)
H (-0.731, 2.331, -0.662)
H (0.087, 3.331, -1.895)
H (-3.502, 3.220, -2.242)
H (-2.115, 4.188, -1.763)
H (-2.543, 4.079, -3.470)
N (-4.152, -1.424, -0.130)
C (-5.451, -1.802, -0.315)
C (-6.390, -0.955, -0.921)
C (-7.715, -1.342, -1.044)
C (-8.151, -2.576, -0.578)
C (-7.219, -3.424, 0.012)
C (-5.893, -3.055, 0.141)
H (-3.790, -0.696, -0.725)
H (-3.468, -2.144, 0.050)
H (-6.068, 0.014, -1.287)
H (-8.417, -0.665, -1.518)
H (-9.185, -2.875, -0.682)
H (-7.525, -4.401, 0.368)
H (-5.172, -3.734, 0.580)

ORCA calculation (ωB97M-V/def2-TZVPD) on 3 unconnected molecules or ions with the total composition C43H70N2O18P2S.

## Properties
- LUMO: -1.560 eV
- Multiplicity: 1
- Kohn-Sham gap: 6.582 eV
- SMILES string: CCOP(=O)(CCCc1c(COc2ccccc2)c(CC(=O)O)c2c(c1P(=O)(O)O)C(=O)C(CCCS(=O)(=O)O)=C(CC)C2=O)OCC.COCCNCCOC.COCCNCCOC

Element x y z (Å)
C (1.574, -3.336, 0.581)
C (2.939, -2.492, 0.466)
O (4.065, -3.046, 1.202)
P (4.654, -4.499, 0.527)
O (6.193, -4.484, 0.730)
C (4.209, -4.692, -1.324)
C (5.101, -3.612, -2.111)
C (4.500, -3.138, -3.517)
C (2.918, -2.783, -3.443)
C (1.955, -3.983, -3.745)
C (2.465, -5.463, -4.119)
O (1.981, -6.453, -3.134)
C (2.048, -7.714, -3.831)
C (3.338, -8.342, -4.413)
C (3.230, -9.698, -5.146)
C (1.885, -10.485, -5.350)
C (0.600, -9.865, -4.741)
C (0.719, -8.499, -4.009)
C (0.390, -3.822, -3.667)
C (-0.631, -5.025, -3.956)
C (-1.306, -5.474, -2.557)
O (-0.769, -5.256, -1.451)
O (-2.554, -6.175, -2.652)
C (-0.136, -2.414, -3.297)
C (0.826, -1.197, -3.037)
C (2.392, -1.337, -3.090)
P (3.549, 0.114, -2.720)
O (2.960, 1.107, -1.692)
O (3.928, 0.824, -4.218)
O (5.051, -0.392, -2.051)
C (0.088, 0.208, -2.713)
O (0.458, 1.312, -3.161)
C (-1.228, 0.053, -1.789)
C (-1.580, 1.087, -0.628)
C (-0.346, 1.959, -0.093)
C (0.617, 1.186, 0.938)
S (2.029, 2.252, 1.519)
O (1.617, 3.072, 2.724)
O (2.545, 3.180, 0.430)
O (3.337, 1.284, 1.963)
C (-2.101, -1.065, -2.015)
C (-3.426, -1.369, -1.187)
C (-3.205, -2.843, -0.508)
C (-1.723, -2.145, -3.158)
O (-2.592, -2.681, -3.883)
O (3.887, -5.784, 1.342)
C (3.488, -5.430, 2.695)
C (2.867, -6.781, 3.357)
H (1.225, -3.355, 1.680)
H (0.751, -2.810, -0.038)
H (1.677, -4.426, 0.256)
H (2.716, -1.465, 0.952)
H (3.183, -2.243, -0.638)
H (3.082, -4.523, -1.377)
H (4.461, -5.773, -1.587)
H (5.347, -2.773, -1.382)
H (6.109, -4.132, -2.342)
H (5.007, -2.144, -3.827)
H (4.736, -3.860, -4.388)
H (3.599, -5.569, -4.131)
H (2.068, -5.694, -5.182)
H (4.324, -7.786, -4.269)
H (4.161, -10.210, -5.587)
H (1.831, -11.485, -5.894)
H (-0.401, -10.402, -4.869)
H (-0.232, -8.018, -3.575)
H (-1.449, -4.719, -4.713)
H (-0.136, -5.958, -4.385)
H (-2.304, -7.129, -2.621)
H (4.241, 0.059, -4.772)
H (4.882, -0.409, -1.074)
H (-1.975, 0.495, 0.286)
H (-2.416, 1.829, -0.892)
H (0.296, 2.441, -0.902)
H (-0.809, 2.837, 0.504)
H (0.958, 0.215, 0.445)
H (-0.031, 0.913, 1.854)
H (4.126, 1.545, 1.417)
H (-4.378, -1.408, -1.841)
H (-3.621, -0.660, -0.315)
H (-3.727, -3.642, -1.144)
H (-2.083, -3.130, -0.523)
H (-3.509, -2.863, 0.596)
H (4.368, -5.045, 3.316)
H (2.663, -4.647, 2.762)
H (1.718, -6.721, 3.337)
H (3.147, -7.698, 2.715)
H (3.182, -6.920, 4.446)
C (0.751, 8.726, 7.903)
O (1.075, 9.160, 6.592)
C (2.366, 8.730, 6.153)
C (2.243, 7.671, 5.057)
N (1.737, 6.405, 5.590)
C (1.330, 5.444, 4.559)
C (0.185, 5.850, 3.615)
O (-1.088, 5.952, 4.253)
C (-1.324, 7.188, 4.907)
H (-0.149, 9.255, 8.221)
H (0.539, 7.653, 7.920)
H (1.554, 8.957, 8.608)
H (2.988, 8.377, 6.983)
H (2.858, 9.609, 5.727)
H (3.226, 7.502, 4.605)
H (1.576, 8.072, 4.286)
H (0.937, 6.591, 6.182)
H (1.023, 4.537, 5.085)
H (2.207, 5.178, 3.961)
H (0.080, 5.049, 2.879)
H (0.407, 6.756, 3.042)
H (-0.844, 8.029, 4.400)
H (-0.999, 7.131, 5.948)
H (-2.403, 7.364, 4.920)
C (-8.599, 5.832, -1.179)
O (-7.282, 6.358, -1.168)
C (-6.909, 6.934, 0.087)
C (-5.859, 6.073, 0.789)
N (-6.432, 4.812, 1.264)
C (-5.433, 3.828, 1.689)
C (-4.432, 3.323, 0.637)
O (-5.018, 2.524, -0.389)
C (-5.607, 3.261, -1.450)
H (-8.860, 5.595, -2.212)
H (-8.658, 4.909, -0.594)
H (-9.321, 6.559, -0.798)
H (-7.776, 7.114, 0.731)
H (-6.461, 7.906, -0.138)
H (-5.450, 6.625, 1.641)
H (-5.047, 5.896, 0.075)
H (-6.986, 4.400, 0.523)
H (-5.990, 2.963, 2.062)
H (-4.879, 4.235, 2.542)
H (-3.729, 2.663, 1.155)
H (-3.825, 4.126, 0.206)
H (-5.079, 4.197, -1.654)
H (-6.660, 3.453, -1.234)
H (-5.573, 2.644, -2.351)